{"formula": "C7H27NO7", "method": "the ωB97M-V functional and the def2-TZVPD basis", "species": ["C", "C", "C", "C", "C", "C", "C", "N", "H", "H", "H", "H", "H", "H", "H", "H", "H", "H", "H", "H", "H", "H", "H", "O", "H", "H", "O", "H", "H", "O", "H", "H", "O", "H", "H", "O", "H", "H", "O", "H", "H", "O"], "coordinates": [[-1.059, -2.133, -0.132], [-0.697, -0.672, -0.046], [0.715, -0.386, 0.573], [2.355, 1.480, 0.560], [1.522, 0.635, -0.173], [1.638, 0.815, -1.594], [1.860, -0.197, -2.465], [-2.235, -2.455, 0.745], [-1.218, -2.381, -1.178], [-0.396, -2.821, 0.392], [-0.654, -0.162, -1.009], [-1.346, 0.014, 0.493], [0.649, 0.048, 1.569], [1.228, -1.341, 0.731], [2.258, 1.445, 1.643], [3.208, 2.071, 0.249], [1.926, 1.812, -1.916], [1.741, -1.214, -2.099], [2.160, -0.070, -3.495], [-2.955, -3.036, 0.344], [-2.673, -1.612, 1.088], [-1.606, 3.073, -0.322], [-1.697, 3.813, 0.923], [-1.448, 2.925, 0.620], [-0.881, 2.394, 3.010], [-1.068, 0.965, 3.419], [-0.732, 1.802, 3.754], [-2.578, 1.810, 1.182], [-3.525, 0.602, 1.481], [-3.383, 1.536, 1.650], [1.661, 4.304, 2.570], [1.335, 3.815, 1.138], [1.652, 4.565, 1.644], [2.037, -3.702, -3.278], [0.830, -3.948, -2.509], [1.184, -3.277, -3.106], [3.358, -1.885, -0.487], [4.812, -1.318, -0.277], [4.179, -1.985, -0.006], [-4.442, -1.273, -1.413], [-3.978, -2.202, -2.561], [-3.737, -1.850, -1.714]], "e_homo_ev": [-11.823, -11.800], "e_lumo_ev": [-5.0, -8.0], "charge": 1, "e_above_lowest_kcal_mol": 47.3, "s2": 0.776, "multiplicity": 2}

{"formula": "C7H28BrN14O7Y", "method": "the ωB97M-V functional and the def2-TZVPD basis", "species": ["Y", "Br", "C", "O", "N", "N", "H", "H", "H", "H", "C", "O", "N", "N", "H", "H", "H", "H", "C", "O", "N", "N", "H", "H", "H", "H", "C", "O", "N", "N", "H", "H", "H", "H", "C", "O", "N", "N", "H", "H", "H", "H", "C", "O", "N", "N", "H", "H", "H", "H", "C", "O", "N", "N", "H", "H", "H", "H"], "coordinates": [[1.410, -0.208, 0.181], [4.301, -3.077, 1.880], [4.135, 3.493, 4.022], [3.578, 2.611, 3.350], [3.383, 4.421, 4.558], [5.375, 3.525, 4.385], [2.404, 4.180, 4.508], [3.680, 5.289, 4.982], [5.910, 2.699, 4.158], [5.643, 4.112, 5.163], [-0.210, 1.276, -4.961], [-0.182, 0.825, -3.864], [-0.996, 0.781, -5.870], [0.479, 2.183, -5.526], [-1.639, 0.012, -5.744], [-1.063, 1.394, -6.670], [0.288, 2.312, -6.510], [1.328, 2.400, -5.024], [3.426, -3.280, -4.381], [3.061, -2.679, -3.357], [2.920, -4.472, -4.684], [4.240, -2.790, -5.267], [3.118, -4.881, -5.586], [2.214, -4.858, -4.074], [4.615, -3.549, -5.816], [4.726, -1.925, -5.078], [-1.099, -5.069, -0.035], [-0.623, -3.995, -0.237], [-2.211, -5.509, -0.464], [-0.370, -6.044, 0.403], [-2.692, -4.736, -0.900], [-2.641, -6.422, -0.433], [-0.715, -6.987, 0.512], [0.548, -5.782, 0.732], [-4.600, 0.676, -0.368], [-3.512, 0.267, -0.226], [-5.384, 0.604, -1.467], [-4.997, 1.652, 0.368], [-4.965, 0.259, -2.319], [-6.303, 1.022, -1.467], [-5.977, 1.818, 0.190], [-4.677, 1.579, 1.323], [-0.571, 4.995, 0.742], [-0.232, 3.816, 0.579], [-1.844, 5.394, 0.446], [0.224, 5.913, 1.254], [-2.538, 4.688, 0.244], [-2.108, 6.367, 0.392], [1.141, 5.652, 1.587], [-0.075, 6.856, 1.458], [-1.068, -1.868, 4.894], [-0.632, -1.218, 3.969], [-2.234, -1.769, 5.409], [-0.378, -2.690, 5.600], [-2.887, -1.087, 5.053], [-2.605, -2.431, 6.076], [0.617, -2.709, 5.429], [-0.736, -3.034, 6.480]], "e_homo_ev": -13.797, "e_lumo_ev": -9.9, "charge": 2, "e_above_lowest_kcal_mol": 499.8, "multiplicity": 1}

{"formula": "C7H28F6NO5P", "method": "the ωB97M-V functional and the def2-TZVPD basis", "species": ["N", "H", "H", "H", "H", "P", "F", "F", "F", "F", "F", "F", "C", "O", "H", "H", "H", "H", "C", "C", "C", "O", "H", "H", "H", "H", "H", "H", "H", "H", "C", "C", "C", "O", "H", "H", "H", "H", "H", "H", "H", "H", "O", "H", "H", "O", "H", "H"], "coordinates": [[-0.389, 0.092, 0.054], [-0.622, 0.916, -0.482], [-1.245, -0.417, 0.229], [0.042, 0.246, 0.954], [0.161, -0.611, -0.419], [-1.203, -0.383, -3.883], [-1.382, -0.540, -2.244], [-2.782, -0.766, -3.931], [-1.600, 1.203, -3.956], [-1.116, -0.293, -5.533], [0.347, 0.167, -3.736], [-0.695, -1.995, -3.913], [2.241, 3.396, -1.177], [2.063, 2.669, -2.386], [2.257, 2.686, -0.350], [3.246, 3.735, -1.428], [1.578, 4.261, -1.143], [1.145, 2.387, -2.398], [1.488, -2.721, 0.692], [1.265, -3.016, -0.763], [0.299, -4.174, -0.959], [0.569, -1.956, -1.196], [1.947, -1.758, 0.919], [2.121, -3.473, 1.163], [0.564, -2.627, 1.261], [2.140, -3.195, -1.387], [0.521, -5.168, -0.569], [0.127, -4.372, -2.017], [-0.635, -3.970, -0.435], [0.256, -2.002, -2.102], [-0.372, 1.293, 4.824], [-0.466, 1.407, 3.278], [0.391, 2.523, 2.726], [0.003, 0.131, 2.837], [-1.030, 0.479, 5.126], [-0.737, 2.222, 5.262], [0.645, 1.002, 5.090], [-1.521, 1.575, 3.063], [0.379, 2.535, 1.636], [1.395, 2.355, 3.115], [0.048, 3.459, 3.166], [-0.463, -0.456, 3.437], [-0.643, 2.222, -1.544], [-0.977, 3.094, -1.336], [-0.968, 2.044, -2.427], [-2.468, -1.316, 1.153], [-3.148, -0.710, 0.856], [-2.775, -2.178, 0.873]], "e_homo_ev": -9.950, "e_lumo_ev": -0.2, "charge": 0, "multiplicity": 1}

{"formula": "C7H28FN14O7", "method": "the ωB97M-V functional and the def2-TZVPD basis", "species": ["F", "C", "O", "N", "N", "H", "H", "H", "H", "C", "O", "N", "N", "H", "H", "H", "H", "C", "O", "N", "N", "H", "H", "H", "H", "C", "O", "N", "N", "H", "H", "H", "H", "C", "O", "N", "N", "H", "H", "H", "H", "C", "O", "N", "N", "H", "H", "H", "H", "C", "O", "N", "N", "H", "H", "H", "H"], "coordinates": [[-0.163, -0.119, 0.054], [3.595, 0.479, -0.067], [4.684, 1.027, -0.270], [2.390, 1.105, -0.289], [3.511, -0.859, 0.257], [1.564, 0.613, 0.024], [2.397, 1.965, -0.808], [4.343, -1.414, 0.244], [2.645, -1.291, -0.018], [1.608, -0.239, 3.324], [1.672, -0.324, 4.556], [1.548, 0.929, 2.598], [1.293, -1.347, 2.556], [1.594, 1.834, 3.025], [0.955, 0.893, 1.789], [1.194, -2.234, 3.009], [0.795, -1.132, 1.705], [-3.105, 1.739, 2.379], [-3.939, 2.398, 2.975], [-2.487, 2.259, 1.256], [-2.543, 0.571, 2.807], [-1.658, 1.874, 0.828], [-2.763, 3.196, 1.030], [-3.093, 0.018, 3.441], [-1.882, 0.085, 2.232], [0.491, -4.040, 0.808], [1.410, -4.564, 1.437], [0.547, -3.840, -0.544], [-0.625, -3.529, 1.408], [-0.197, -3.529, -1.142], [1.406, -4.109, -0.988], [-0.796, -3.579, 2.391], [-1.159, -2.874, 0.854], [1.528, -0.765, -3.467], [1.773, -1.153, -4.611], [1.299, 0.591, -3.247], [1.194, -1.585, -2.432], [1.518, 0.979, -2.343], [1.473, 1.067, -4.116], [1.227, -2.579, -2.424], [0.718, -1.182, -1.631], [0.048, 3.713, -1.522], [1.244, 3.488, -1.700], [-0.955, 2.778, -1.467], [-0.474, 5.014, -1.509], [-1.888, 3.131, -1.384], [-0.716, 1.807, -1.546], [0.101, 5.834, -1.489], [-1.277, 5.008, -0.899], [-3.236, -1.263, -1.094], [-4.331, -1.642, -1.517], [-2.791, -1.418, 0.194], [-2.346, -0.516, -1.810], [-3.396, -1.807, 0.892], [-2.012, -0.812, 0.431], [-1.442, -0.341, -1.388], [-2.490, -0.305, -2.779]], "e_homo_ev": -6.788, "e_lumo_ev": 2.2, "charge": -1, "e_above_lowest_kcal_mol": 11.7, "multiplicity": 1}